Record 1
{"formula": "C3H7N2OS", "method": "ωB97M-V/def2-TZVPD", "orbital_gap_ev": 9.73, "smiles": "[NH3+][C@]1(O)N=CCS1", "relative_energy_ev": 2.517, "charge": 1, "e_tot_ev": -19078.7800, "elements": ["N", "C", "O", "N", "C", "C", "S", "H", "H", "H", "H", "H", "H", "H"], "positions_angstrom": [[-0.072074, -1.433620, -1.243554], [0.284327, -0.814602, 0.010876], [1.034083, -1.729998, 0.733104], [-0.805159, -0.262301, 0.672642], [-0.962212, 0.974320, 0.753331], [0.054891, 1.928679, 0.360670], [1.390012, 0.969834, -0.474699], [-1.009667, -1.777215, -1.322057], [0.772174, -1.952975, -1.323238], [-0.144777, -0.780121, -2.085113], [1.250856, -1.731727, 1.637613], [-1.920278, 1.324117, 1.249755], [-0.300842, 2.773420, -0.218303], [0.428667, 2.512190, 1.248973]], "forces_ev_per_a": [[0.05, 2.32, -2.21], [2.01, 4.22, 3.50], [-1.03, -0.63, -4.59], [-1.02, -1.85, -0.37], [-2.01, 0.74, 1.51], [2.03, 1.16, 0.07], [-1.36, -1.32, 0.60], [-0.61, -1.88, 0.92], [0.40, -2.21, -1.23], [1.01, -0.13, 1.55], [-0.20, 1.12, 1.96], [1.22, -0.25, -0.62], [-0.38, -0.25, -0.69], [-0.12, -1.04, -0.38]]}


Record 2
{"formula": "C4H6NaO3", "method": "ωB97M-V/def2-TZVPD", "orbital_gap_ev": [5.97, 7.40], "relative_energy_ev": 0.000, "s2": 0.75, "multiplicity": 2, "e_tot_ev": -14803.3903, "elements": ["C", "O", "O", "O", "Na", "C", "C", "C", "H", "H", "H", "H", "H", "H"], "positions_angstrom": [[-1.100437, -0.526915, 1.280246], [-0.722024, 0.611898, 0.600504], [-0.845475, -1.625426, 0.770041], [-1.763471, -0.228882, 2.309271], [-2.018123, 1.981208, 2.317408], [0.219451, 0.434664, -0.620600], [-0.379156, -0.614449, -1.487988], [1.644368, 0.164180, -0.181587], [0.120001, 1.434095, -1.070498], [-1.387873, -0.454693, -1.872059], [0.217052, -1.468020, -1.814149], [1.977199, 0.924798, 0.536966], [2.309704, 0.192409, -1.055869], [1.728784, -0.824867, 0.288312]], "forces_ev_per_a": [[-0.56, -1.37, -0.56], [1.58, 1.26, -1.31], [0.06, 0.69, 0.81], [-0.09, 0.27, 0.44], [0.31, -0.83, -0.31], [-1.50, -0.43, 0.83], [0.44, 0.47, -0.45], [0.03, -0.03, 0.23], [0.08, -0.22, 0.11], [0.36, -0.22, 0.15], [-0.38, 0.28, 0.19], [-0.04, -0.16, -0.19], [-0.18, 0.02, 0.19], [-0.12, 0.26, -0.14]]}


Record 3
{"formula": "C32H47CuN7OSSi3", "method": "ωB97M-V/def2-TZVPD", "orbital_gap_ev": [8.25, 7.87], "relative_energy_ev": 0.566, "s2": 0.75, "multiplicity": 2, "e_tot_ev": -125535.4999, "elements": ["Cu", "C", "C", "N", "N", "C", "O", "C", "C", "C", "C", "C", "C", "C", "C", "C", "C", "C", "N", "H", "H", "H", "H", "H", "H", "H", "H", "H", "H", "H", "H", "C", "Si", "C", "C", "C", "Si", "C", "C", "C", "Si", "C", "C", "C", "C", "C", "C", "C", "N", "H", "H", "H", "H", "H", "H", "H", "H", "H", "H", "H", "H", "H", "H", "H", "H", "H", "H", "H", "H", "H", "H", "H", "H", "H", "H", "H", "H", "C", "C", "C", "N", "N", "C", "N", "S", "H", "H", "H", "H", "H", "H", "H"], "positions_angstrom": [[-0.306926, 0.136345, -0.753914], [-4.543827, -1.714060, 0.553646], [-3.087347, -1.818520, 0.182299], [-2.337861, -0.805982, -0.055980], [-3.045566, 0.403735, 0.054848], [-2.710267, 1.240963, -0.891247], [-1.812752, 1.023488, -1.772876], [-3.442652, 2.543046, -0.934675], [-4.223993, 2.986526, 0.129299], [-4.867301, 4.211271, 0.057541], [-4.748727, 4.997781, -1.081363], [-3.982275, 4.554356, -2.148884], [-3.328255, 3.333262, -2.074094], [-2.580124, -3.212351, 0.058537], [-3.101825, -4.218148, 0.870449], [-2.677913, -5.522302, 0.680432], [-1.769066, -5.787117, -0.327799], [-1.305241, -4.718648, -1.081026], [-1.687282, -3.463174, -0.894061], [-4.934480, -0.727096, 0.340313], [-4.674628, -1.913169, 1.620919], [-5.113883, -2.470081, 0.012947], [-4.316662, 2.372770, 1.014132], [-5.464116, 4.554580, 0.892915], [-5.255545, 5.952754, -1.136483], [-3.893711, 5.159404, -3.042173], [-2.724975, 2.973643, -2.897399], [-3.821987, -3.988938, 1.643277], [-3.058995, -6.317294, 1.308229], [-1.417935, -6.790451, -0.525598], [-0.581117, -4.882703, -1.873511], [-0.318684, -2.097281, -3.240632], [1.312365, -1.666912, -2.396018], [2.474009, -3.133071, -2.633210], [1.847450, -0.282797, -3.591154], [1.323223, -1.064443, -0.607158], [1.523580, -2.116694, 0.925056], [0.628419, -3.740495, 1.235731], [3.313669, -2.734287, 1.060901], [1.015727, -1.123219, 2.452850], [2.794491, 0.095832, -0.503634], [3.396572, 0.668215, 1.197311], [4.396017, -0.404211, -1.367841], [2.151285, 1.743283, -1.167424], [2.931132, 2.859374, -1.447308], [2.327820, 4.074337, -1.718654], [0.944874, 4.148027, -1.688764], [0.224837, 3.001347, -1.414220], [0.811251, 1.825974, -1.177391], [-0.159975, -1.879048, -4.300716], [-1.158784, -1.491692, -2.898531], [-0.605599, -3.140989, -3.155646], [2.540387, -3.389970, -3.693804], [2.099176, -4.012786, -2.100673], [3.482294, -2.935628, -2.267783], [1.984850, -0.770450, -4.562012], [2.748061, 0.291146, -3.387061], [1.022062, 0.424950, -3.709311], [0.922081, -4.552372, 0.570948], [-0.453988, -3.673898, 1.275234], [0.968096, -4.011538, 2.242357], [3.551098, -3.291713, 0.150371], [3.397736, -3.430954, 1.899085], [4.082256, -1.974744, 1.191156], [-0.031702, -1.361322, 2.665678], [1.094236, -0.039886, 2.349297], [1.602653, -1.429950, 3.323442], [3.608507, -0.111537, 1.927254], [2.675027, 1.364244, 1.622828], [4.324810, 1.222032, 1.020443], [4.846854, -1.244325, -0.837348], [5.100648, 0.429986, -1.294565], [4.308145, -0.679926, -2.415823], [4.010454, 2.768648, -1.442543], [2.923934, 4.951188, -1.939014], [0.420321, 5.075333, -1.872500], [-0.851950, 3.013295, -1.386531], [2.858952, 2.670131, 4.385071], [2.042719, 3.524095, 3.415403], [0.794966, 2.843932, 2.954040], [0.551145, 2.541409, 1.729734], [-0.630928, 1.875585, 1.534031], [-1.287957, 1.704143, 2.649185], [-2.514115, 1.141183, 2.730627], [-0.471357, 2.346794, 4.043507], [3.768236, 3.191840, 4.682886], [3.141147, 1.723834, 3.923357], [2.290424, 2.446867, 5.289366], [2.616149, 3.747601, 2.514482], [1.788715, 4.478503, 3.883559], [-2.880943, 0.773081, 1.845095], [-2.799643, 0.726041, 3.598286]], "forces_ev_per_a": [[0.00, -0.02, -0.20], [-0.04, -0.02, -0.01], [0.10, -0.01, 0.10], [-0.20, 0.04, -0.05], [-0.13, 0.00, -0.03], [-0.01, 0.03, 0.00], [0.07, -0.05, 0.19], [-0.01, 0.00, -0.02], [0.03, -0.01, 0.00], [0.00, 0.01, 0.00], [-0.01, 0.00, 0.00], [0.00, 0.00, -0.01], [-0.01, 0.00, 0.00], [0.09, -0.01, 0.00], [0.01, -0.03, 0.04], [-0.01, 0.00, 0.01], [0.01, 0.02, -0.02], [0.00, -0.04, -0.01], [-0.03, 0.02, -0.08], [-0.01, -0.01, -0.02], [0.00, 0.03, 0.01], [-0.01, 0.00, 0.02], [0.00, 0.00, 0.01], [0.00, 0.00, 0.00], [0.00, 0.00, 0.00], [0.00, 0.00, 0.00], [0.00, 0.00, 0.00], [0.01, 0.01, -0.01], [0.00, 0.00, -0.01], [0.00, 0.00, 0.00], [0.00, -0.01, 0.00], [0.05, -0.01, 0.06], [0.17, 0.09, -0.06], [-0.09, -0.05, 0.02], [-0.01, -0.07, -0.02], [0.16, 0.12, -0.03], [-0.07, -0.04, 0.04], [0.08, 0.00, 0.04], [0.01, 0.01, -0.03], [-0.01, 0.03, -0.01], [0.01, -0.06, 0.09], [-0.01, 0.06, -0.02], [-0.01, 0.02, 0.02], [0.01, -0.04, 0.01], [0.03, 0.02, -0.02], [0.01, -0.01, 0.00], [0.00, -0.01, 0.01], [0.00, 0.02, -0.04], [0.00, 0.07, -0.05], [-0.03, -0.01, -0.01], [-0.02, 0.01, 0.02], [-0.03, -0.02, 0.05], [0.00, -0.02, 0.00], [-0.01, 0.01, 0.00], [0.01, 0.03, -0.01], [0.00, 0.02, -0.01], [-0.02, -0.01, 0.04], [-0.01, 0.01, 0.02], [-0.02, 0.00, -0.07], [-0.02, 0.01, -0.01], [-0.01, -0.05, -0.02], [0.03, -0.04, 0.01], [-0.03, 0.00, 0.01], [-0.01, -0.02, -0.03], [-0.02, 0.05, 0.01], [0.03, -0.10, -0.03], [-0.01, 0.00, 0.02], [-0.03, 0.03, -0.04], [0.01, -0.04, -0.01], [0.00, 0.01, 0.01], [0.02, -0.01, 0.02], [0.00, 0.00, -0.02], [-0.02, -0.01, 0.01], [0.00, 0.00, 0.01], [0.00, 0.00, 0.00], [0.00, 0.00, 0.00], [0.01, 0.01, 0.00], [0.00, -0.01, 0.01], [0.00, 0.01, 0.00], [-0.03, 0.02, 0.00], [0.04, 0.05, -0.01], [-0.10, -0.05, 0.07], [0.12, 0.05, -0.01], [-0.04, 0.00, 0.02], [-0.01, -0.04, -0.01], [0.00, 0.00, 0.00], [0.00, 0.00, 0.01], [0.00, 0.00, 0.00], [0.01, -0.01, 0.01], [-0.01, 0.00, -0.01], [-0.03, 0.02, 0.01], [0.01, -0.01, 0.00]]}